The following is a DFT calculation (ωB97M-V with the def2-TZVPD basis set) of the molecule C3H5Cl2N at a distorted geometry.

Last column: natural (NBO) charge in e.
Geometry (Å):
Cl: 0.087 -2.290 -0.242  -0.083
Cl: -2.550 -0.139 -0.997  -0.007
N: -1.114 0.866 0.972  -0.604
C: 1.311 0.162 0.148  -0.640
C: 0.135 -0.483 -0.520  -0.232
C: -1.168 0.153 -0.021  0.244
H: 1.480 0.041 1.190  0.241
H: 1.321 1.282 0.035  0.235
H: 0.232 -0.670 -1.602  0.253
H: 2.241 -0.280 -0.233  0.222
H: -1.975 1.357 1.269  0.371

Values from the calculation:
- Largest force on an atom: 2.7 eV/Å
- HOMO: -10.6382 eV
- Orbital gap: 11.347 eV
- E_LUMO: 0.0260 hartree
- SMILES: [H]/N=C(\Cl)[C@@H](C)Cl